{
  "formula": "H3N2PS",
  "method": "ωB97M-V/def2-TZVPD",
  "elements": ["N", "N", "P", "S", "H", "H", "H"],
  "coordinates": [[0.5081, -0.5503, 1.3202], [-0.5202, -1.0167, 0.7289], [1.4267, 0.6332, 0.9464], [-0.1678, 1.6197, -1.3066], [-1.0819, -1.7905, 1.1276], [-0.6113, -0.6788, -0.3175], [0.4464, 1.7836, -2.4990]],
  "atomic_forces_ev_per_a": [[0.597, 0.701, 0.418], [-1.826, -0.644, -2.852], [-0.222, 0.779, -1.240], [0.491, -0.602, 1.296], [0.966, 0.836, -0.430], [-0.353, -0.748, 2.352], [0.347, -0.323, 0.456]],
  "e_lumo_ev": -0.993
}

=====

{
  "formula": "CH6NO4",
  "method": "ωB97M-V/def2-TZVPD",
  "elements": ["N", "C", "O", "O", "H", "H", "H", "H", "O", "H", "H", "O"],
  "coordinates": [[-1.5306, -1.1942, -0.7599], [-0.5389, -0.9560, 0.2817], [-0.0985, 0.1848, 0.4932], [-0.1797, -2.0307, 0.8153], [-1.7775, -0.6764, -1.5816], [-1.8308, -2.1785, -0.7891], [1.8055, -0.1465, 0.0864], [2.3334, -1.4747, 0.5419], [2.3628, -0.9121, -0.2213], [-0.0542, 2.3876, 0.1050], [-0.5421, 3.6326, 0.8898], [0.0505, 3.3642, 0.1385]],
  "atomic_forces_ev_per_a": [[-0.567, -1.095, 0.743], [-0.034, -1.946, -1.153], [-0.158, 1.386, -0.177], [-0.284, 0.424, 0.460], [0.434, 0.645, 0.249], [0.551, 1.010, 0.014], [0.179, -1.031, -0.477], [-0.325, -0.638, 0.476], [0.214, 1.576, -0.168], [0.082, 0.231, 0.112], [0.929, -0.522, -1.157], [-1.021, -0.039, 1.079]],
  "e_lumo_ev": 3.965,
  "total_charge": -1
}

=====

{
  "formula": "C4F36N2O8P4S4V",
  "method": "ωB97M-V/def2-TZVPD",
  "elements": ["V", "P", "F", "F", "F", "F", "F", "F", "P", "F", "F", "F", "F", "F", "F", "P", "F", "F", "F", "F", "F", "F", "P", "F", "F", "F", "F", "F", "F", "C", "F", "F", "F", "S", "O", "O", "N", "S", "O", "O", "C", "F", "F", "F", "C", "F", "F", "F", "S", "O", "O", "N", "S", "O", "O", "C", "F", "F", "F"],
  "coordinates": [[-9.1440, 15.7639, -36.9777], [-8.5968, 16.4099, -39.8901], [-7.2790, 16.9881, -40.5440], [-9.3115, 17.7962, -40.1759], [-9.1732, 15.9273, -41.3234], [-9.9828, 16.0624, -39.0984], [-8.0705, 15.0308, -39.3792], [-8.1819, 16.9439, -38.4316], [-13.3080, 15.2309, -36.6776], [-13.0903, 16.6502, -35.9187], [-13.9885, 15.9366, -37.9826], [-11.7849, 15.2675, -37.2285], [-13.5061, 13.7839, -37.3786], [-12.8646, 14.4184, -35.3062], [-14.7832, 15.0228, -36.0908], [-9.3135, 12.1266, -36.4885], [-10.5569, 12.4403, -35.4936], [-9.0655, 10.6680, -35.8006], [-10.4357, 11.3216, -37.3868], [-8.2427, 11.8469, -37.6526], [-9.6034, 13.5873, -37.2174], [-8.2184, 12.7811, -35.5132], [-9.2335, 16.2346, -33.8293], [-10.0773, 15.4150, -32.7310], [-9.0483, 17.5732, -32.9114], [-7.9845, 15.3371, -33.3069], [-8.3825, 16.8187, -35.1332], [-9.6382, 15.0722, -34.8927], [-10.6213, 16.8895, -34.3289], [-4.9377, 13.4740, -37.3324], [-5.8321, 12.9914, -38.1464], [-4.4935, 12.5210, -36.5662], [-3.9661, 13.9971, -38.1171], [-5.7425, 14.7578, -36.1527], [-4.9238, 15.9910, -36.2057], [-7.1035, 15.0013, -36.6263], [-5.8909, 13.8682, -34.6612], [-4.4540, 14.0029, -34.0978], [-4.3226, 12.9385, -33.0486], [-3.2985, 14.2008, -34.9807], [-4.6229, 15.6271, -33.0973], [-3.4323, 16.2480, -33.0780], [-5.4879, 16.5070, -33.5995], [-4.9606, 15.3483, -31.8365], [-11.9264, 19.6752, -36.1277], [-12.1832, 20.9264, -36.4872], [-11.0270, 19.7499, -35.1802], [-13.0349, 19.1214, -35.6922], [-11.2762, 18.6292, -37.6600], [-10.4587, 17.4502, -37.1591], [-12.5189, 18.1430, -38.2954], [-10.4818, 19.7918, -38.7757], [-9.3885, 20.3515, -37.8245], [-9.7619, 21.5792, -37.1135], [-8.5904, 19.3835, -37.0984], [-8.2690, 21.0578, -39.3119], [-7.5209, 20.1668, -39.8739], [-9.0401, 21.6064, -40.2081], [-7.3862, 21.8913, -38.7515]],
  "atomic_forces_ev_per_a": [[-0.122, 0.823, 1.103], [-3.064, 1.850, -0.454], [1.080, -0.879, -0.055], [0.073, 1.503, -0.540], [0.662, -1.187, 0.386], [-1.324, -1.935, -0.922], [1.345, -1.735, -1.522], [2.028, 1.506, 1.474], [0.238, -1.665, 1.207], [-0.433, -0.701, -0.539], [0.828, 0.062, 0.323], [-0.769, 0.130, -0.019], [0.308, -0.340, -0.847], [0.923, 0.686, -0.449], [-1.917, 1.024, 0.462], [-2.170, -1.067, 0.522], [1.144, 0.128, 0.275], [0.735, 0.067, 0.390], [0.206, 0.730, -0.942], [0.493, -0.160, 0.206], [-0.031, -0.449, -0.168], [-0.517, -0.318, -0.523], [-2.452, -1.313, 0.115], [-0.270, 0.596, 0.999], [1.273, -1.290, -0.407], [0.299, 1.819, -0.490], [0.303, 0.951, 0.897], [0.297, -1.592, -0.923], [0.235, 1.151, -0.108], [-0.524, 1.302, -0.012], [-0.791, -0.281, -0.498], [0.924, -1.202, -0.121], [-0.017, -0.095, 0.853], [-1.925, 2.484, 0.262], [-0.970, -2.597, 0.239], [1.484, -1.117, 0.055], [0.632, 1.932, -4.111], [1.959, -2.077, 3.870], [0.225, 2.266, -1.820], [-1.106, -0.203, 1.075], [0.251, -0.053, -0.601], [0.506, 0.119, 0.290], [0.118, -0.568, 0.322], [-0.108, 0.089, 0.069], [0.691, -0.400, -0.634], [-0.770, 0.290, -0.591], [0.402, -0.517, 0.640], [-0.030, 0.063, 0.069], [-1.021, -4.181, -1.915], [-1.986, 4.657, -0.433], [2.258, 2.120, 0.828], [-2.440, -2.761, 2.953], [3.120, 2.378, -0.736], [0.639, -0.780, -0.519], [-0.319, 1.128, -0.371], [-0.898, -1.672, 3.646], [0.649, -1.755, -1.226], [-0.375, 1.377, -1.032], [0.021, 1.665, -0.003]],
  "e_lumo_ev": [7.628, 7.628],
  "total_charge": -4,
  "multiplicity": 4
}

=====

{
  "formula": "C13H17NO",
  "method": "ωB97M-V/def2-TZVPD",
  "elements": ["C", "C", "C", "O", "C", "C", "C", "C", "C", "C", "C", "C", "N", "C", "C", "H", "H", "H", "H", "H", "H", "H", "H", "H", "H", "H", "H", "H", "H", "H", "H", "H"],
  "coordinates": [[-1.7162, 5.2947, -1.5379], [-2.1296, 4.1986, -1.0389], [-1.3718, 2.8025, -0.8882], [-1.8707, 2.1695, 0.3751], [-1.2232, 0.9935, 0.5630], [-1.1341, 0.4235, 1.8731], [-0.8624, -0.8824, 1.8921], [-0.0958, -1.7262, 0.9137], [-0.0832, -0.8831, -0.1385], [-0.5833, 0.3388, -0.3813], [0.7123, -1.2952, -1.3505], [2.1503, -1.6734, -0.8121], [2.3061, -1.6176, 0.8083], [1.8140, -3.0275, 1.2197], [0.5059, -3.0437, 1.1323], [-2.4077, 6.1966, -1.6405], [-0.5561, 5.7104, -1.2007], [-3.4370, 4.1477, -1.2066], [-1.6127, 1.9026, -1.4761], [-0.1950, 2.8482, -0.6924], [-1.4295, 1.0091, 2.7803], [-1.3624, -1.6262, 2.5977], [-0.5148, 0.5765, -1.5226], [0.1531, -2.2676, -2.0725], [0.9155, -0.5181, -2.1156], [2.9495, -0.9350, -0.9761], [2.3643, -2.5894, -1.5516], [3.2831, -1.9711, 0.8988], [2.2211, -3.2713, 2.2448], [2.5565, -3.9323, 0.7270], [0.2392, -3.7112, 0.3728], [0.4147, -3.6407, 2.2035]],
  "atomic_forces_ev_per_a": [[4.155, 6.403, 1.862], [-4.824, -5.740, -1.354], [0.316, 0.560, 2.976], [0.770, 1.009, 0.107], [-0.581, 2.237, 3.023], [-1.696, 2.178, -0.451], [0.817, -6.593, 1.628], [-4.254, 4.839, 2.810], [3.026, -3.381, -4.270], [-0.338, 0.644, -4.210], [0.786, -2.783, -1.573], [0.558, -0.400, -0.530], [1.633, -4.809, -2.654], [13.085, 0.114, 1.081], [-8.184, -3.031, 2.672], [0.945, -1.527, -0.265], [-2.939, -1.522, -1.793], [3.970, -0.565, 0.918], [-0.043, 1.871, -1.537], [-2.431, 0.458, -0.985], [-0.323, -0.839, -1.063], [1.165, 1.674, 0.506], [-0.301, 0.069, 2.703], [1.742, 2.637, 2.464], [-0.617, -0.318, 0.561], [-0.742, 0.094, -0.913], [0.464, 1.101, 2.692], [0.033, 1.684, -0.296], [-0.309, 1.221, -0.529], [-2.483, 2.184, 0.178], [-1.177, -1.091, -1.232], [-2.223, 1.623, -2.527]],
  "smiles": "C=CCOc1ccc2c(c1)CCNCC2",
  "e_lumo_ev": 0.876
}

=====

Energy above the lowest of the compared OMol25 structures with the same formula, charge and spin in kcal per mole, matching the order above: 24.2; 15.4; 60.2; 270.6